DFT (ωB97M-V/def2-TZVPD) results for a structure of composition C30H63N3O9 at a distorted geometry.

Calculated values
Relative energy (zero: lowest compared OMol25 entry of this formula, charge and spin): 1183.9 kJ/mol
Strongest force on any atom: 9.5 eV/A
Total charge: 0
Electronic energy: -55016.514 eV
Spin multiplicity: 1

Last column: Löwdin charge in e.
Geometry (Å):
O  2.237  0.061  -1.305  -0.06
O  -2.751  -5.227  -4.775  -0.09
O  4.160  -0.741  -1.639  0.02
O  -1.086  -4.121  -3.806  0.04
O  2.677  -1.896  -2.258  0.11
O  9.210  -2.662  -5.196  -0.08
O  -0.713  -6.051  -4.873  -0.12
O  7.208  -2.117  -5.570  0.04
O  8.530  -2.684  -7.312  -0.10
N  -1.296  -4.641  3.036  -0.25
N  -4.140  1.531  -3.661  -0.22
N  3.078  5.182  2.695  -0.24
C  -1.027  -3.496  5.309  -0.15
C  0.905  -3.596  3.684  -0.18
C  -0.937  -6.066  3.424  -0.12
C  8.370  -2.512  -6.069  -0.94
C  -0.806  -7.180  2.301  -0.18
C  -0.183  -8.550  2.751  -0.08
C  4.660  6.262  0.281  -0.17
C  1.600  5.113  2.321  0.02
C  3.629  7.135  1.059  -0.16
C  -2.009  2.986  -3.912  -0.13
C  -3.835  0.871  -5.054  -0.08
C  0.146  -2.740  4.662  -0.19
C  -5.668  1.675  -3.379  -0.09
C  -2.206  -4.503  1.827  0.03
C  -1.904  2.482  -5.364  -0.19
C  3.509  6.671  2.533  -0.09
C  -1.546  -5.156  -4.487  -0.92
C  3.270  4.789  4.219  -0.08
C  0.033  -3.952  2.469  -0.05
C  -8.056  0.453  -3.688  -0.09
C  2.979  -0.778  -1.738  -1.09
C  -3.547  0.616  -2.569  0.04
C  3.020  3.017  6.150  -0.09
C  -3.511  2.884  -3.511  -0.15
C  -2.021  -4.013  4.249  -0.09
C  -6.513  0.420  -3.858  -0.22
C  4.236  4.771  0.288  -0.13
C  2.852  3.341  4.671  -0.24
C  3.983  4.269  1.766  -0.05
C  -2.383  1.052  -5.553  -0.14
H  -1.682  -6.424  4.134  0.12
H  1.481  5.469  1.297  0.10
H  -0.082  -6.031  4.099  0.12
H  2.729  3.906  6.709  0.07
H  -8.555  1.192  -4.315  0.08
H  -2.273  3.243  -6.052  0.12
H  7.495  -2.095  -4.654  0.08
H  -3.705  1.109  -1.610  0.11
H  1.874  3.005  4.324  0.10
H  -1.851  4.059  -3.801  0.12
H  -0.138  -4.270  -3.785  0.09
H  0.486  -4.400  1.585  0.15
H  -2.617  -3.206  3.820  0.13
H  4.996  4.141  -0.174  0.13
H  2.892  7.277  3.197  0.13
H  4.688  6.373  -0.803  0.12
H  -4.498  1.350  -5.775  0.13
H  2.299  2.347  6.617  0.09
H  0.083  -9.301  2.008  0.08
H  3.636  -1.848  -2.280  0.02
H  -1.482  2.344  -3.207  0.12
H  3.433  2.586  4.142  0.11
H  4.936  4.271  2.296  0.13
H  -0.352  -6.795  1.388  0.11
H  -3.079  -5.025  2.218  0.12
H  2.768  7.243  0.399  0.11
H  -8.345  -0.579  -3.891  0.08
H  -6.418  0.265  -4.933  0.10
H  -1.648  -4.987  1.025  0.11
H  -2.322  -3.427  1.690  0.11
H  1.351  4.052  2.360  0.10
H  3.422  3.336  1.725  0.13
H  -6.139  -0.461  -3.336  0.10
H  0.961  5.701  2.978  0.11
H  -1.743  0.272  -5.141  0.13
H  2.840  5.565  4.852  0.13
H  3.350  4.517  -0.293  0.12
H  4.100  2.936  6.275  0.09
H  1.609  -2.902  3.224  0.13
H  -4.193  -0.157  -5.119  0.13
H  4.004  8.157  0.995  0.12
H  -0.286  -3.001  2.044  0.12
H  -3.671  3.354  -2.541  0.13
H  -0.144  -1.870  4.072  0.12
H  1.388  -4.455  4.149  0.12
H  4.354  4.772  4.332  0.12
H  -1.588  -2.869  6.002  0.12
H  0.647  -8.298  3.412  0.07
H  0.848  -2.556  5.475  0.12
H  4.520  6.711  2.941  0.13
H  -6.210  2.541  -3.758  0.13
H  -0.814  -9.198  3.359  0.07
H  -4.063  3.569  -4.155  0.13
H  -0.565  -4.346  5.809  0.12
H  -2.639  -4.807  4.668  0.13
H  -2.520  0.391  -2.860  0.11
H  -2.439  0.833  -6.619  0.13
H  -0.873  2.421  -5.712  0.12
H  -5.775  1.765  -2.298  0.12
H  -1.820  -7.454  2.010  0.10
H  -8.464  0.640  -2.695  0.07
H  5.629  6.532  0.701  0.12
H  -3.986  -0.379  -2.644  0.11

***

DFT (ωB97M-V/def2-TZVPD) results for a cluster of 3 separate species, C25H23BrF3N2O7PS in total at a distorted geometry.

Calculated values
Strongest force on any atom: 10.4 eV/A
Total charge: 0
Electronic energy: -141904.925 eV
SMILES: O=C(Br)Cc1ccc2c(c1)C(=O)c1c(P(O)O)ccc(S(=O)(=O)C(F)(F)F)c1C2=O.CCCC#N.CCCC#N
Spin multiplicity: 1

Last column: Löwdin charge in e.
Geometry (Å):
Br  2.669  -4.838  1.068  0.65
S  -3.985  -1.051  -3.283  0.87
P  -2.167  2.216  2.860  0.91
F  -3.566  -3.240  -1.703  -0.01
F  -4.092  -3.797  -3.971  0.03
F  -1.852  -2.886  -3.338  0.02
O  -5.554  -1.216  -3.213  -0.37
O  0.599  2.509  0.748  -0.05
O  -0.695  0.038  -3.785  -0.03
O  -3.751  2.485  3.610  -0.37
O  -1.502  3.802  2.577  -0.33
O  -3.599  -0.364  -4.615  -0.33
O  5.541  -4.736  0.835  -0.12
N  2.780  2.280  -1.465  0.14
N  0.071  -0.248  2.457  0.16
C  2.959  -2.387  -1.485  -0.02
C  -1.877  0.249  -1.412  0.03
C  1.262  -2.124  5.288  -0.27
C  -3.319  -2.836  -3.138  -0.27
C  0.768  -0.643  -1.679  -0.02
C  4.669  -2.286  0.742  -0.13
C  0.055  4.749  -2.503  -0.11
C  1.183  0.114  -0.246  -0.06
C  -1.461  1.011  0.017  -0.01
C  2.199  2.651  -2.521  -0.14
C  0.113  -0.622  3.660  -0.10
C  1.034  -3.370  4.438  -0.12
C  1.040  4.549  -3.650  -0.27
C  0.162  1.343  0.248  -0.25
C  0.164  -1.073  5.111  -0.18
C  2.497  -0.388  0.597  0.04
C  4.449  -3.922  0.856  -0.61
C  -4.570  0.223  -0.606  0.01
C  3.349  -1.663  -0.049  -0.15
C  -0.615  -0.105  -2.450  -0.19
C  -2.582  1.392  1.179  -0.23
C  -4.153  0.966  0.800  -0.02
C  1.621  -1.879  -2.349  0.03
C  -3.433  -0.154  -1.734  -0.17
C  1.499  3.097  -3.794  -0.18
H  2.192  3.003  -4.637  0.12
H  0.506  4.505  -1.535  0.06
H  0.567  4.870  -4.585  0.11
H  0.366  -0.207  5.750  0.12
H  1.909  5.199  -3.489  0.11
H  1.311  -2.416  6.342  0.11
H  -4.969  1.198  1.610  0.09
H  -0.811  -1.485  5.395  0.12
H  4.704  -1.839  1.840  0.14
H  -0.266  5.794  -2.456  0.07
H  1.826  -4.103  4.618  0.07
H  -2.050  4.178  1.821  0.07
H  5.639  -2.071  0.125  0.14
H  1.357  -2.425  -3.354  0.11
H  1.044  -3.137  3.369  0.04
H  -0.835  4.124  -2.636  0.08
H  -5.676  -0.097  -0.840  0.11
H  0.073  -3.839  4.680  0.08
H  2.236  -1.691  5.027  0.11
H  -4.090  3.302  3.098  0.07
H  2.778  0.135  1.608  0.11
H  0.643  2.440  -3.984  0.10
H  3.633  -3.283  -1.868  0.11

***

DFT (ωB97M-V/def2-TZVPD) results for a structure of composition C9H15N at a distorted geometry.

Calculated values
Relative energy (zero: lowest compared OMol25 entry of this formula, charge and spin): 396.3 kJ/mol
Strongest force on any atom: 5.2 eV/A
Total charge: 0
Electronic energy: -11062.358 eV
Spin multiplicity: 1

Last column: Löwdin charge in e.
Geometry (Å):
N  -0.699  1.178  0.180  -0.17
C  1.592  1.295  0.147  -0.10
C  0.436  2.014  0.215  -0.02
C  -1.979  1.713  0.018  -0.08
C  -2.590  -1.514  0.028  -0.11
C  -0.470  -0.115  -0.124  -0.10
C  1.854  -0.741  1.312  -0.07
C  2.071  -0.790  -1.233  -0.07
C  -1.158  -1.249  -0.357  -0.14
C  1.463  -0.136  -0.032  -0.43
H  2.487  0.083  -1.993  0.13
H  -2.046  2.815  0.346  0.11
H  -2.205  1.970  -1.084  0.12
H  2.440  1.761  -0.255  0.09
H  1.351  -0.203  2.121  0.08
H  -2.721  1.106  0.536  0.07
H  0.325  3.033  0.156  0.09
H  -0.605  -2.174  -0.600  0.10
H  3.015  -0.657  1.453  0.12
H  -2.896  -0.714  0.752  0.06
H  1.397  -1.469  -1.660  0.03
H  -2.489  -2.326  0.702  0.05
H  1.589  -1.753  1.318  0.05
H  3.091  -1.468  -1.114  0.13
H  -3.254  -1.657  -0.832  0.08

***

Computed HOMO level (eV) in order:
-3.83, -8.92, -7.27
Computed Kohn-Sham gap (eV) in order:
2.498, 6.889, 8.223